{"formula": "C47H41F7NO3PS", "method": "ωB97M-V/def2-TZVPD", "species": ["N", "C", "O", "C", "P", "S", "C", "C", "O", "C", "O", "H", "H", "H", "H", "H", "H", "F", "C", "C", "C", "C", "C", "C", "H", "H", "H", "H", "H", "F", "C", "C", "C", "C", "C", "C", "H", "H", "H", "H", "H", "F", "C", "C", "C", "C", "C", "C", "H", "H", "H", "H", "H", "F", "C", "C", "C", "C", "C", "C", "H", "H", "H", "H", "H", "F", "C", "C", "C", "C", "C", "C", "H", "H", "H", "H", "H", "F", "C", "C", "C", "C", "C", "C", "H", "H", "H", "H", "H", "F", "C", "C", "C", "C", "C", "C", "H", "H", "H", "H", "H"], "positions_angstrom": [[4.803, 3.496, 1.250], [5.021, 3.858, 0.180], [5.201, 4.181, -1.065], [6.291, 3.460, -1.697], [7.887, 4.296, -1.158], [9.536, 3.282, -1.298], [6.211, 1.968, -1.579], [7.041, 1.482, -2.762], [7.005, 2.579, -3.695], [6.279, 3.599, -3.223], [5.767, 4.442, -3.887], [7.875, 5.503, -1.867], [7.650, 4.666, 0.173], [5.184, 1.762, -1.895], [6.296, 1.483, -0.615], [6.575, 0.601, -3.193], [8.073, 1.252, -2.530], [-2.052, 5.265, 2.945], [-0.832, 5.199, 2.373], [-0.693, 5.583, 1.055], [0.565, 5.516, 0.473], [1.653, 5.065, 1.208], [1.486, 4.680, 2.530], [0.235, 4.749, 3.126], [-1.556, 5.927, 0.502], [0.694, 5.818, -0.557], [2.633, 5.009, 0.759], [2.334, 4.322, 3.098], [0.081, 4.461, 4.157], [4.142, 0.029, -0.864], [2.814, 0.018, -1.146], [1.998, 0.906, -0.476], [0.641, 0.904, -0.766], [0.131, 0.021, -1.707], [0.977, -0.861, -2.366], [2.336, -0.868, -2.088], [2.421, 1.579, 0.260], [-0.015, 1.594, -0.253], [-0.927, 0.016, -1.931], [0.576, -1.551, -3.097], [3.013, -1.546, -2.591], [2.272, -4.083, -3.213], [1.100, -4.637, -3.591], [1.069, -5.424, -4.725], [-0.139, -5.988, -5.108], [-1.288, -5.754, -4.364], [-1.229, -4.957, -3.230], [-0.026, -4.395, -2.831], [1.975, -5.585, -5.292], [-0.181, -6.611, -5.991], [-2.229, -6.193, -4.671], [-2.124, -4.768, -2.652], [0.044, -3.774, -1.948], [-2.211, -1.866, -2.991], [-3.531, -1.909, -3.287], [-4.391, -1.057, -2.627], [-5.742, -1.105, -2.939], [-6.210, -2.002, -3.890], [-5.323, -2.851, -4.536], [-3.968, -2.807, -4.238], [-4.007, -0.371, -1.883], [-6.432, -0.443, -2.434], [-7.265, -2.039, -4.123], [-5.684, -3.553, -5.275], [-3.258, -3.454, -4.735], [10.198, 3.867, 1.963], [11.442, 3.518, 2.342], [12.519, 4.113, 1.717], [13.799, 3.752, 2.112], [13.984, 2.805, 3.110], [12.883, 2.219, 3.719], [11.598, 2.576, 3.338], [12.350, 4.842, 0.936], [14.654, 4.212, 1.636], [14.984, 2.525, 3.412], [13.024, 1.478, 4.495], [10.726, 2.136, 3.803], [-8.047, -2.856, -1.120], [-7.736, -2.712, 0.185], [-8.592, -2.000, 1.001], [-8.265, -1.856, 2.342], [-7.097, -2.415, 2.842], [-6.252, -3.123, 1.998], [-6.570, -3.279, 0.657], [-9.495, -1.570, 0.589], [-8.926, -1.308, 3.000], [-6.848, -2.299, 3.888], [-5.339, -3.556, 2.384], [-5.930, -3.831, -0.019], [-8.997, -2.823, 5.875], [-10.321, -2.886, 5.624], [-11.171, -2.037, 6.302], [-12.531, -2.102, 6.035], [-13.020, -3.011, 5.107], [-12.145, -3.856, 4.440], [-10.783, -3.794, 4.693], [-10.770, -1.341, 7.026], [-13.209, -1.440, 6.555], [-14.082, -3.059, 4.905], [-12.522, -4.568, 3.718], [-10.084, -4.439, 4.177]], "atomic_forces_ev_per_a": [[0.029, 0.146, 0.313], [-0.087, -0.305, -0.668], [0.000, 0.081, -0.129], [0.659, 0.625, 0.269], [1.095, -0.621, 0.437], [-0.253, 0.098, -0.196], [-0.992, -0.324, -0.438], [0.308, -0.258, 0.556], [-0.265, -0.290, -0.520], [-0.254, 0.089, 0.097], [0.130, 0.184, 0.113], [-0.339, 0.097, -0.016], [-0.463, 0.162, -0.020], [-0.172, 0.005, 0.284], [0.661, 0.120, 0.122], [-0.029, 0.072, -0.336], [0.121, 0.176, 0.056], [-0.013, 0.000, 0.007], [0.089, -0.006, -0.038], [-0.088, 0.030, -0.076], [0.036, -0.028, 0.045], [-0.025, 0.002, -0.016], [-0.010, 0.005, -0.030], [-0.011, -0.042, 0.104], [-0.010, 0.007, 0.022], [-0.010, 0.000, -0.014], [0.008, 0.015, -0.032], [0.019, -0.001, 0.002], [-0.025, -0.003, -0.004], [-0.034, -0.169, 0.003], [-0.153, 0.072, 0.043], [0.057, 0.110, 0.104], [0.017, -0.068, -0.054], [-0.036, 0.027, 0.002], [-0.043, 0.045, 0.034], [0.134, -0.070, -0.070], [0.016, -0.009, -0.008], [0.006, 0.024, 0.021], [-0.011, -0.006, -0.009], [-0.001, 0.009, -0.024], [-0.008, -0.014, 0.031], [0.011, 0.005, -0.007], [-0.093, -0.048, -0.030], [0.098, -0.022, -0.076], [-0.045, 0.041, 0.043], [-0.020, -0.009, -0.014], [0.036, -0.073, -0.051], [-0.011, 0.071, 0.138], [0.012, 0.004, 0.020], [0.010, -0.002, -0.018], [-0.005, -0.014, 0.007], [0.000, 0.006, 0.027], [0.013, 0.011, -0.014], [-0.013, 0.020, 0.010], [-0.101, -0.014, -0.028], [0.040, 0.092, 0.102], [0.006, -0.060, -0.036], [-0.028, 0.001, -0.015], [-0.032, 0.075, 0.078], [0.081, -0.123, -0.116], [0.014, -0.003, -0.007], [-0.005, -0.001, 0.028], [-0.012, -0.009, 0.011], [0.007, -0.003, -0.023], [0.030, 0.023, 0.015], [-0.088, 0.048, 0.073], [0.114, -0.037, -0.005], [0.005, 0.086, -0.089], [-0.020, -0.048, 0.050], [0.029, -0.006, 0.005], [0.032, 0.042, -0.043], [-0.085, -0.057, 0.060], [-0.026, -0.006, 0.000], [0.005, 0.006, -0.020], [0.006, -0.004, 0.004], [-0.009, -0.004, 0.019], [-0.013, 0.004, -0.022], [-0.047, 0.001, -0.036], [0.060, 0.014, 0.081], [-0.124, 0.062, -0.031], [0.059, -0.050, 0.016], [0.011, 0.005, 0.049], [-0.060, 0.036, 0.010], [0.095, -0.063, -0.055], [0.001, -0.017, -0.015], [-0.020, 0.013, -0.006], [-0.009, -0.008, 0.012], [0.011, -0.017, -0.001], [-0.010, 0.021, -0.024], [0.017, 0.008, -0.004], [-0.173, -0.002, -0.048], [0.068, 0.109, 0.104], [0.003, -0.054, -0.046], [-0.029, 0.000, -0.006], [-0.027, 0.072, 0.052], [0.137, -0.123, -0.098], [0.019, -0.002, -0.010], [0.000, 0.009, 0.021], [-0.008, -0.002, -0.003], [0.008, -0.007, -0.020], [0.027, 0.015, 0.020]], "multiplicity": 1, "de_lowest_ev": 1.1018, "lumo_ev": 0.57, "smiles": "N#CO[C@@]1([PH2]=S)CCOC1=O.Fc1ccccc1.Fc1ccccc1.Fc1ccccc1.Fc1ccccc1.Fc1ccccc1.Fc1ccccc1.Fc1ccccc1", "energy_ha": -3534.596899}

=====

{"formula": "C3H8N2O2", "method": "ωB97M-V/def2-TZVPD", "species": ["C", "C", "O", "N", "C", "N", "O", "H", "H", "H", "H", "H", "H", "H", "H"], "positions_angstrom": [[-0.420, 0.840, -0.466], [-1.596, 0.144, -1.093], [-1.415, -1.298, -1.215], [0.030, 0.407, 0.894], [1.315, 0.027, 1.240], [1.828, -1.097, 0.609], [1.969, 0.597, 2.085], [0.566, 0.745, -0.964], [-0.646, 1.900, -0.502], [-2.494, 0.311, -0.491], [-1.746, 0.495, -2.106], [-0.874, -1.451, -0.417], [-0.468, 0.975, 1.561], [1.210, -1.389, -0.131], [2.741, -1.207, 0.996]], "atomic_forces_ev_per_a": [[2.466, -0.288, 0.147], [-0.016, -1.608, -0.059], [0.791, 1.196, 0.971], [-2.663, 0.357, -0.748], [0.690, -0.259, -0.054], [-2.292, 2.619, 0.856], [-0.095, 0.180, 0.599], [-0.937, -0.070, -1.015], [0.047, 0.345, 0.403], [-0.015, 0.204, -0.077], [-0.096, 0.341, -0.070], [-0.537, -0.643, -0.315], [0.690, -0.126, 0.633], [1.295, -1.121, -0.255], [0.671, -1.127, -1.017]], "multiplicity": 1, "de_lowest_ev": 1.4177, "lumo_ev": 0.74, "smiles": "NC(=O)NCCO", "energy_ha": -379.088907}

=====

{"formula": "C3Cl2F3I", "method": "ωB97M-V/def2-TZVPD", "species": ["C", "C", "C", "F", "F", "F", "Cl", "Cl", "I"], "positions_angstrom": [[-0.314, 0.441, 0.520], [0.951, 1.054, -0.297], [-0.967, -0.968, 0.088], [0.120, 0.218, 1.819], [-1.322, 1.332, 0.517], [0.734, 1.344, -1.608], [-1.918, -0.979, -1.357], [0.008, -2.322, 0.383], [2.708, -0.121, -0.065]], "atomic_forces_ev_per_a": [[0.133, -1.246, -0.176], [-0.902, -1.881, -0.250], [1.279, 1.842, -0.625], [-0.310, 0.692, -1.240], [0.383, 0.131, 0.069], [-0.229, -0.177, 1.576], [0.406, 0.086, 0.687], [-0.338, -0.187, 0.041], [-0.422, 0.741, -0.082]], "multiplicity": 1, "de_lowest_ev": 0.0000, "lumo_ev": [-1.52, -1.30], "energy_ha": -1631.856976}